# 1
Formula: C33H36BrN4O2OsPSi
Source: OMol25
Level of theory: the ωB97M-V functional and the def2-TZVPD basis

Last column: Mulliken spin population.
Positions of all 79 atoms, in Å:
Os: -0.23 -1.17 -1.33  2.2199
Br: 1.31 5.54 5.22  0.0175
C: 2.00 5.38 3.50  0.0863
C: 2.47 4.13 3.07  -0.0349
C: 2.98 4.00 1.80  0.0525
C: 3.00 5.12 0.95  0.0673
C: 2.57 6.37 1.40  0.0675
C: 2.05 6.49 2.67  -0.0377
N: 3.53 5.04 -0.33  0.3036
N: 3.78 4.09 -1.03  0.2247
C: 3.12 2.95 -1.35  0.1274
C: 3.94 1.95 -1.90  0.0350
C: 3.50 0.66 -2.10  0.0114
C: 2.18 0.33 -1.78  0.0207
O: 1.73 -0.87 -1.87  0.0515
C: 1.28 1.38 -1.35  0.0484
N: -0.01 0.98 -1.18  0.0633
C: -0.90 1.87 -0.77  -0.0025
C: -0.56 3.22 -0.58  0.0027
C: 0.73 3.63 -0.78  -0.0005
C: 1.71 2.69 -1.13  0.0049
H: 2.45 3.29 3.74  -0.0004
H: 3.36 3.05 1.45  0.0058
H: 2.64 7.23 0.74  -0.0039
H: 1.70 7.45 3.03  0.0000
H: 4.97 2.22 -2.11  -0.0084
H: 4.15 -0.11 -2.48  0.0011
H: -1.90 1.51 -0.60  0.0019
H: -1.33 3.92 -0.30  0.0002
H: 0.97 4.68 -0.68  0.0072
C: -2.72 0.55 -3.24  0.0100
Si: -3.13 -1.08 -2.46  0.0460
C: -2.55 -2.41 -3.61  0.0277
C: -4.97 -1.17 -2.33  0.0064
N: -2.16 -1.24 -0.91  0.3181
C: -2.63 -1.14 0.41  0.0529
C: -3.99 -1.24 0.75  0.0642
C: -4.43 -1.07 2.05  -0.0426
C: -3.52 -0.77 3.06  0.0869
C: -2.17 -0.69 2.76  -0.0519
C: -1.74 -0.91 1.46  0.0546
O: -0.40 -0.82 1.12  0.0710
C: 0.62 -1.15 2.02  -0.0232
C: 1.82 -0.49 1.84  0.0024
C: 2.90 -0.83 2.64  -0.0007
C: 2.77 -1.80 3.62  0.0061
C: 1.55 -2.45 3.79  -0.0017
C: 0.46 -2.13 2.98  0.0167
H: -3.21 0.56 -4.22  -0.0008
H: -1.65 0.71 -3.41  -0.0024
H: -3.12 1.41 -2.69  0.0023
H: -2.84 -2.11 -4.63  0.0028
H: -3.04 -3.37 -3.41  0.0030
H: -1.47 -2.56 -3.62  -0.0217
H: -5.33 -1.08 -3.36  0.0010
H: -5.41 -0.36 -1.75  -0.0008
H: -5.34 -2.13 -1.95  -0.0002
H: -4.70 -1.47 -0.02  0.0060
H: -5.48 -1.16 2.27  -0.0004
H: -3.85 -0.62 4.07  0.0036
H: -1.45 -0.47 3.54  0.0011
H: 1.90 0.28 1.08  -0.0071
H: 3.85 -0.32 2.50  0.0001
H: 3.61 -2.06 4.25  0.0003
H: 1.44 -3.21 4.55  0.0001
H: -0.48 -2.65 3.11  0.0022
C: -1.33 -4.54 -0.98  0.0062
P: 0.11 -3.50 -1.31  0.0601
C: 0.88 -4.21 -2.79  -0.0221
C: 1.27 -3.94 0.02  -0.0115
H: -1.00 -5.55 -0.74  -0.0003
H: -1.98 -4.57 -1.85  0.0003
H: -1.90 -4.13 -0.14  -0.0002
H: 1.06 -5.27 -2.62  -0.0007
H: 1.83 -3.70 -2.98  0.0018
H: 0.23 -4.09 -3.66  -0.0015
H: 1.56 -4.98 -0.09  -0.0016
H: 0.79 -3.80 0.98  0.0041
H: 2.15 -3.30 -0.02  0.0007

Calculated values
- 2S+1 = 5
- expectation value of S² = 6.04
- total charge = +2
- gap between HOMO and LUMO (alpha / beta) (eV) = 5.90 / 5.80
- HOMO (alpha / beta) (Eh) = -0.475 / -0.494

***

# 2
Formula: C3H6N2O
Source: OMol25
Level of theory: the ωB97M-V functional and the def2-TZVPD basis

Last column: natural (NBO) charge in e.
Positions of all 12 atoms, in Å:
C: -0.72 -0.95 1.08  -0.4486
C: 0.09 0.07 -1.00  -0.0426
C: 0.94 0.71 -1.91  -0.4335
H: -0.93 -0.33 1.93  0.2277
H: -1.98 -1.22 0.62  0.2096
H: -0.11 -1.96 1.29  0.2280
H: -0.98 -0.14 -1.34  0.1968
H: 0.28 1.13 -3.09  0.2481
H: 1.86 1.09 -1.37  0.2284
N: 0.20 -0.07 0.36  -0.2911
N: 0.65 0.91 1.12  0.2394
O: 0.71 0.76 2.31  -0.3622

Calculated values
- 2S+1 = 1
- gap between HOMO and LUMO (eV) = 9.50
- HOMO (Eh) = -0.336
- energy above the lowest of the compared OMol25 structures with the same formula, charge and spin (eV) = 7.056

***

# 3
Formula: C19H46FN4O8S
Source: OMol25
Level of theory: the ωB97M-V functional and the def2-TZVPD basis

Last column: Mulliken charge in e.
Positions of all 79 atoms, in Å:
C: 3.88 -2.32 -2.16  -0.7451
C: 3.22 -3.02 -3.44  0.4604
O: 3.94 -3.70 -4.20  -0.4899
N: 1.78 -2.85 -3.80  -0.4518
C: 0.91 -3.90 -3.20  0.4581
C: 1.23 -4.75 -1.88  -0.4473
O: -0.18 -4.17 -3.80  -0.5086
N: 1.32 -1.57 -3.60  0.4303
C: 1.35 -0.72 -4.78  -0.2290
C: 0.84 0.66 -4.33  0.2548
F: 0.70 1.81 -5.14  -0.2115
N: 0.55 0.48 -2.91  0.6571
N: 0.07 1.56 -2.15  -0.8934
C: 0.84 -0.86 -2.42  0.3686
S: 0.70 -1.54 -0.73  -0.1375
H: 3.66 -1.19 -2.17  0.2441
H: 3.46 -2.76 -1.20  0.2057
H: 5.01 -2.49 -2.18  0.3262
H: 0.24 -5.19 -1.49  -0.0054
H: 1.92 -5.65 -2.13  0.3420
H: 1.78 -4.16 -1.07  0.1530
H: 1.70 -1.11 -5.79  0.4234
H: 0.56 2.41 -2.50  0.3454
H: 0.44 1.43 -1.18  0.2161
H: -0.61 -1.38 -0.26  0.2525
C: 3.21 4.02 1.00  -0.8446
C: 1.90 3.29 0.84  0.0099
O: 1.80 2.23 1.79  -0.5017
H: 4.05 3.33 0.86  0.2566
H: 3.30 4.83 0.27  0.2013
H: 3.31 4.44 2.00  0.2683
H: 1.82 2.85 -0.16  -0.0031
H: 1.05 3.97 0.99  0.2891
H: 1.86 2.63 2.67  0.2912
C: 2.31 4.08 6.68  -1.1157
C: 1.69 3.83 5.32  -0.1751
O: 2.68 3.35 4.41  -0.5036
H: 3.12 4.81 6.60  0.2893
H: 1.57 4.45 7.39  0.3427
H: 2.75 3.16 7.08  0.3438
H: 1.27 4.75 4.92  0.2919
H: 0.89 3.08 5.39  0.2619
H: 3.04 2.53 4.77  0.2501
C: -3.61 -5.01 -0.79  -0.8765
C: -2.86 -6.31 -0.62  -0.2398
O: -2.36 -6.42 0.71  -0.5091
H: -2.95 -4.16 -0.58  0.1577
H: -3.99 -4.91 -1.81  0.3234
H: -4.45 -4.95 -0.10  0.3619
H: -2.01 -6.36 -1.31  0.2074
H: -3.51 -7.17 -0.82  0.2879
H: -3.12 -6.38 1.31  0.2962
C: -6.14 -7.99 4.34  -1.1010
C: -5.34 -7.71 3.09  -0.1728
O: -4.51 -6.56 3.29  -0.5268
H: -6.77 -7.13 4.60  0.2812
H: -6.78 -8.87 4.21  0.3398
H: -5.48 -8.17 5.20  0.3336
H: -6.00 -7.51 2.25  0.2896
H: -4.70 -8.56 2.84  0.2772
H: -3.92 -6.74 4.03  0.2812
C: -4.14 2.20 -2.77  -0.7296
C: -4.26 3.52 -2.02  -0.2396
O: -3.62 3.42 -0.76  -0.4965
H: -4.60 1.39 -2.19  0.2578
H: -4.64 2.26 -3.74  0.3256
H: -3.09 1.94 -2.92  0.0808
H: -5.31 3.77 -1.86  0.2937
H: -3.80 4.33 -2.59  0.2417
H: -2.70 3.21 -0.91  0.2596
C: 3.24 8.64 -1.12  -1.0065
C: 3.81 8.15 0.20  -0.2074
O: 4.66 7.03 -0.02  -0.4941
H: 2.67 7.85 -1.61  0.2624
H: 2.58 9.50 -0.96  0.3200
H: 4.04 8.94 -1.80  0.3201
H: 3.01 7.83 0.87  0.2647
H: 4.38 8.94 0.69  0.2901
H: 5.37 7.32 -0.61  0.2761

Calculated values
- 2S+1 = 1
- total charge = +1
- gap between HOMO and LUMO (eV) = 7.63
- HOMO (Eh) = -0.437

***

# 4
Formula: C2ClF3S2
Source: OMol25
Level of theory: the ωB97M-V functional and the def2-TZVPD basis

Last column: natural (NBO) charge in e.
Positions of all 8 atoms, in Å:
F: 0.34 0.79 -1.36  -0.3210
F: 1.54 -0.99 -0.88  -0.3095
F: -0.27 -1.16 -2.16  -0.3127
S: -1.64 1.71 1.43  0.1834
Cl: 0.94 0.61 2.31  0.0957
S: -0.74 -0.92 0.41  0.2678
C: -0.46 0.53 1.32  -0.4489
C: 0.28 -0.56 -1.06  0.8451

Calculated values
- 2S+1 = 1
- gap between HOMO and LUMO (eV) = 7.79
- HOMO (Eh) = -0.350
- energy above the lowest of the compared OMol25 structures with the same formula, charge and spin (eV) = 0.000

***

# 5
Formula: C23H18N6O4V
Source: OMol25
Level of theory: the ωB97M-V functional and the def2-TZVPD basis

Last column: natural (NBO) charge in e.
Positions of all 52 atoms, in Å:
V: 0.07 -0.18 -0.40  1.4592
C: -1.91 0.59 2.28  -0.2654
N: -0.94 1.28 1.45  -0.6147
C: 0.22 1.88 2.09  -0.2676
C: 1.47 1.12 1.76  0.4471
N: 1.53 0.18 0.84  -0.5424
C: 2.83 -0.29 0.82  0.1598
C: 3.44 -1.31 0.09  -0.2371
C: 4.78 -1.55 0.33  -0.1849
C: 5.51 -0.79 1.25  -0.1900
C: 4.92 0.22 1.98  -0.2199
C: 3.57 0.45 1.76  0.1033
N: 2.67 1.33 2.34  -0.5011
C: -1.85 -0.87 1.97  0.4195
N: -0.97 -1.40 1.16  -0.5506
C: -1.23 -2.77 1.16  0.1528
C: -0.57 -3.84 0.57  -0.1914
C: -1.10 -5.10 0.76  -0.2064
C: -2.26 -5.32 1.52  -0.1870
C: -2.89 -4.28 2.16  -0.2261
C: -2.35 -3.01 1.99  0.0970
N: -2.71 -1.78 2.49  -0.5102
H: -1.71 0.75 3.35  0.2210
H: -2.93 0.96 2.09  0.2360
H: -1.39 1.95 0.84  0.4245
H: 0.36 2.91 1.74  0.2625
H: 0.10 1.91 3.19  0.2226
H: 2.88 -1.93 -0.60  0.2225
H: 5.28 -2.34 -0.21  0.2299
H: 6.55 -1.02 1.41  0.2328
H: 5.48 0.79 2.70  0.2319
H: 2.90 2.01 3.05  0.4394
H: 0.32 -3.71 -0.02  0.2336
H: -0.61 -5.95 0.30  0.2291
H: -2.64 -6.32 1.62  0.2289
H: -3.76 -4.43 2.77  0.2257
H: -3.45 -1.61 3.15  0.4330
O: 0.88 -3.32 -2.58  -0.5395
C: 0.78 -2.19 -2.18  0.7629
O: -0.03 -1.73 -1.28  -0.7083
C: 1.66 -1.03 -2.65  0.1034
C: 2.60 -0.98 -3.67  -0.1873
C: 3.20 0.25 -3.93  -0.1304
C: 2.80 1.38 -3.22  -0.1836
C: 1.84 1.23 -2.23  0.1130
N: 1.34 0.04 -1.94  -0.4449
C: 1.08 2.26 -1.41  0.7569
O: 1.37 3.43 -1.34  -0.5683
O: 0.09 1.68 -0.82  -0.7468
H: 2.84 -1.87 -4.23  0.2575
H: 3.93 0.33 -4.71  0.2410
H: 3.21 2.36 -3.43  0.2570

Calculated values
- 2S+1 = 3
- expectation value of S² = 2.01
- total charge = +1
- gap between HOMO and LUMO (alpha / beta) (eV) = 8.43 / 8.31
- HOMO (alpha / beta) (Eh) = -0.420 / -0.424
- energy above the lowest of the compared OMol25 structures with the same formula, charge and spin (eV) = 0.000

***

# 6
Formula: C3H4N2O
Source: OMol25
Level of theory: the ωB97M-V functional and the def2-TZVPD basis

Last column: natural (NBO) charge in e.
Positions of all 10 atoms, in Å:
N: -1.40 0.94 -0.54  -0.8320
C: -0.34 0.20 -0.10  0.4289
C: 0.08 -0.20 1.12  -0.2276
N: 1.29 -0.87 0.97  -0.4293
C: 1.52 -0.86 -0.29  0.2800
O: 0.56 -0.21 -1.03  -0.4310
H: -1.66 0.97 -1.51  0.4058
H: -1.97 1.42 0.13  0.4030
H: -0.40 -0.07 2.08  0.2108
H: 2.33 -1.31 -0.84  0.1915

Calculated values
- 2S+1 = 1
- gap between HOMO and LUMO (eV) = 8.91
- HOMO (Eh) = -0.295
- energy above the lowest of the compared OMol25 structures with the same formula, charge and spin (eV) = 0.925

***

Number 1: electronic energy -134522.952 eV, maximum force 0.50 eV Å⁻¹. Number 2: electronic energy -8229.642 eV, maximum force 5.38 eV Å⁻¹. Number 3: electronic energy -56327.919 eV, maximum force 5.63 eV Å⁻¹. Number 4: electronic energy -44418.392 eV, maximum force 3.30 eV Å⁻¹. Number 5: electronic energy -66961.085 eV, maximum force 2.94 eV Å⁻¹. Number 6: electronic energy -8202.961 eV, maximum force 0.38 eV Å⁻¹.